{
  "formula": "C48H126N10O14",
  "method": "ωB97M-V/def2-TZVPD",
  "charge": 0,
  "homo_energy_ha": -0.2980,
  "gap_ev": 8.70,
  "de_lowest_ev": 4.664,
  "smiles": "COC[C@H](C)N.COC[C@H](C)N.COC[C@H](C)N.COC[C@H](C)N.COC[C@H](C)N.COC[C@H](C)N.COCCNCCOC.COCCNCCOC.COCCNCCOC.COCCNCCOC",
  "species": ["O", "O", "O", "O", "O", "O", "O", "O", "O", "O", "O", "O", "O", "O", "N", "N", "N", "N", "N", "N", "N", "N", "N", "N", "C", "C", "C", "C", "C", "C", "C", "C", "C", "C", "C", "C", "C", "C", "C", "C", "C", "C", "C", "C", "C", "C", "C", "C", "C", "C", "C", "C", "C", "C", "C", "C", "C", "C", "C", "C", "C", "C", "C", "C", "C", "C", "C", "C", "C", "C", "C", "C", "H", "H", "H", "H", "H", "H", "H", "H", "H", "H", "H", "H", "H", "H", "H", "H", "H", "H", "H", "H", "H", "H", "H", "H", "H", "H", "H", "H", "H", "H", "H", "H", "H", "H", "H", "H", "H", "H", "H", "H", "H", "H", "H", "H", "H", "H", "H", "H", "H", "H", "H", "H", "H", "H", "H", "H", "H", "H", "H", "H", "H", "H", "H", "H", "H", "H", "H", "H", "H", "H", "H", "H", "H", "H", "H", "H", "H", "H", "H", "H", "H", "H", "H", "H", "H", "H", "H", "H", "H", "H", "H", "H", "H", "H", "H", "H", "H", "H", "H", "H", "H", "H", "H", "H", "H", "H", "H", "H", "H", "H", "H", "H", "H", "H", "H", "H", "H", "H", "H", "H", "H", "H", "H", "H", "H", "H"],
  "positions_angstrom": [[5.93083, 1.36349, 0.73215], [3.22511, 3.54490, -3.41276], [-4.23298, 2.98138, 0.81424], [2.75360, -4.42402, 1.58692], [-0.84959, 3.39828, -4.50013], [-4.77130, -2.45843, 3.48177], [6.73422, -2.14896, -3.30138], [-2.43630, 0.32020, 5.72562], [1.15363, -7.44777, -2.07998], [-0.20903, 4.91938, 2.78618], [-5.43069, -1.11175, -3.84867], [0.45564, 1.01849, 2.14444], [3.14389, 8.46844, -1.48673], [0.92182, -1.57833, -1.60159], [0.54733, -1.81826, 2.86356], [-8.24046, -2.11951, 4.50829], [3.36880, -0.74306, -3.00039], [0.24023, -2.18006, 5.74628], [-2.86798, 2.18613, -1.68357], [-1.23578, -6.22248, -3.25529], [-4.90380, 0.52388, -0.69783], [2.03904, 6.52569, 0.34704], [-0.95954, 0.24860, -0.18559], [3.74749, 1.61110, -1.22091], [2.69586, -5.87898, 1.37904], [1.06065, -2.76705, -0.85744], [7.25554, 0.86779, 0.88575], [-4.77203, -2.11909, -4.70178], [2.53195, -7.62762, -2.17737], [0.79807, 5.78953, 2.27619], [-1.33447, 2.42192, -3.59208], [-1.87622, -8.24355, -4.23067], [-3.71552, 3.80460, 1.85818], [3.69075, 0.90501, 0.11588], [-5.65335, -0.06203, -1.81230], [-0.33725, 2.78044, -5.71095], [1.80347, -2.43527, 2.48606], [-0.38961, -0.94860, 6.00624], [-2.04127, 3.13133, -2.40900], [-5.20749, 2.06212, 1.18807], [2.30410, 6.21288, -1.05283], [2.79679, 4.29162, -4.56126], [-6.16335, -2.48586, 3.19342], [-3.96788, -2.94654, 2.37744], [-0.50888, 5.21128, 4.11893], [3.48589, 7.07679, -1.54301], [-6.34156, -2.83473, 5.82776], [-1.44814, -0.88667, -0.91882], [-3.57007, 0.72087, 4.94904], [-1.09781, -7.67208, -3.08216], [0.96387, 5.70618, 0.75391], [-0.78908, 1.50864, 1.81445], [-0.41175, -1.28376, -2.02493], [3.89167, -2.61997, -4.27358], [-1.63310, 0.42847, 1.11471], [-5.83100, 1.48631, -0.09017], [8.06558, -1.59112, -3.17093], [1.60495, -3.98779, 2.26826], [4.09375, 9.36886, -2.01988], [-1.15794, 4.02813, -1.50981], [-1.84532, -0.88666, 5.31095], [5.05598, 0.25684, 0.45998], [-4.71318, -0.89998, -2.66344], [0.36032, -8.11250, -3.06909], [0.50000, 0.24962, 5.67200], [-6.80789, -2.11849, 4.55721], [1.33425, 2.02481, 2.69696], [2.88695, -1.95441, 3.44935], [5.78402, -1.12905, -3.36150], [2.42443, 2.17197, -1.54708], [4.39589, -1.75079, -3.13982], [2.39178, 2.44741, -3.02875], [5.77879, -0.50786, -4.25714], [8.27085, -0.81096, -3.90395], [3.07725, -7.19523, -3.01629], [2.74782, 5.21792, -1.08833], [-2.45115, -0.68154, -1.29299], [2.26036, 3.03531, -0.90223], [-6.46007, -3.46860, 2.82699], [-6.53069, -1.07863, 4.73020], [-1.79495, -9.33040, -4.21472], [0.33848, 5.25328, 4.80328], [-1.48800, -1.74379, -0.24662], [-2.04694, 1.81948, -4.15558], [0.33985, -9.19385, -2.93355], [-5.26910, -2.68038, 5.94651], [-6.33350, -1.78561, 2.37560], [0.02693, 5.96947, 0.26308], [0.12176, 3.48897, -6.40043], [-1.56450, -0.46826, 1.73055], [2.52706, 1.62351, -3.72945], [-6.71633, 0.97333, 0.28556], [-0.98628, 6.16418, 4.34734], [3.70827, -6.20202, 1.13662], [-5.18327, -2.01479, -5.70582], [-0.66593, 4.81956, -2.07521], [-3.73227, -0.46989, -2.86576], [-1.14333, 4.40703, 4.49143], [-8.57677, -2.89581, 3.95659], [-4.23848, -3.95280, 2.05756], [-3.68524, -2.03750, -4.72023], [4.58521, -3.45327, -4.38643], [4.14174, 9.29053, -3.10600], [0.42699, 2.03357, -5.49596], [-3.28428, 2.74631, -0.95351], [-4.79879, 1.30109, 1.85285], [0.92462, 2.45218, 3.61220], [-1.10553, 2.24752, -6.27118], [1.49607, 0.14309, 6.10165], [4.61599, -2.34121, -2.25040], [-2.96592, 3.31393, 2.47902], [-5.11077, -3.10220, -4.37490], [5.42095, -0.43045, -0.30326], [2.48235, -1.07498, -2.64806], [8.34056, -1.34416, -2.14551], [3.75042, 6.81065, -2.56638], [7.57681, 0.33169, -0.00727], [7.43270, 0.25560, 1.77002], [-1.19577, -5.99743, -4.23908], [-1.50421, -7.86934, -5.18444], [5.03805, -0.40089, 1.32898], [1.03784, -2.40204, 6.32476], [3.76641, -2.12343, -5.23579], [-8.53216, -1.37644, 3.88953], [0.61624, 6.81899, 2.58479], [1.78919, 4.67552, -4.40174], [-6.05676, 0.73262, -2.43991], [-0.92573, -2.11348, -2.51021], [-6.01365, 2.53293, 1.75069], [-6.50896, -3.90024, 5.67046], [0.58017, 0.27102, 4.58516], [3.88379, -2.27634, 3.14806], [2.06859, -2.81297, -0.44504], [-2.96205, -3.14101, 2.74974], [1.41923, 6.26043, -1.68753], [-0.59648, -0.92642, 7.07619], [-6.05482, 2.32885, -0.74448], [-0.45748, -5.66800, -2.92831], [0.90348, -3.62573, -1.51018], [7.96219, 1.68879, 1.00705], [2.71658, -2.31162, 4.46497], [1.93459, -2.02167, 1.48613], [-1.71383, -0.90253, 4.22903], [1.67426, 5.53755, 2.87360], [-4.27661, 1.13638, -1.19939], [1.98961, -6.08668, 0.57518], [4.39846, 6.91733, -0.96862], [-6.94690, -2.64109, 6.71329], [2.90941, 6.30342, 0.80873], [-1.68796, 4.51523, -0.69133], [0.76615, -7.93169, -4.06444], [-2.72872, 3.79788, -2.92979], [4.35790, 2.40906, -1.11725], [-1.21865, 1.79118, 2.77556], [-0.45698, -0.51090, -2.79223], [-0.62693, 2.37795, 1.17719], [3.63657, 10.31497, -1.73010], [0.65216, -0.82005, 2.75087], [3.35270, 1.67117, 0.81360], [5.99307, -0.41126, -2.56828], [2.28158, 1.55429, 2.96020], [1.34987, 2.74645, -3.14320], [1.59933, 2.72118, 1.90141], [2.91966, -2.98021, -3.93665], [2.87482, 0.18266, 0.13969], [3.62162, 0.05806, -2.43969], [-0.36733, -2.95586, 5.96789], [-2.94729, -8.04965, -4.17309], [-0.41273, 3.47058, -0.94245], [2.92327, -7.11504, -1.29861], [0.63046, -4.22592, 1.84196], [-3.17330, 4.60385, 1.35293], [-3.72216, 1.79455, 5.05935], [-4.65509, -1.87927, -2.18835], [2.29607, -6.33441, 2.28504], [1.66065, 1.42009, -1.34859], [0.11642, 1.21319, 6.00741], [-3.54937, 0.47819, 3.88660], [-1.65236, -7.99504, -2.20109], [2.80815, -8.68199, -2.18857], [-6.46957, -0.68350, -1.44398], [0.35979, -2.86449, -0.02836], [2.78910, 3.68685, -5.46806], [-4.40888, 0.16495, 5.36793], [8.69524, -2.40554, -3.52919], [-2.68726, 0.70225, 1.07126], [-3.92241, -2.29986, 1.50118], [-2.44124, -1.74370, 5.62476], [-0.02923, 0.01196, 0.12847], [-4.43738, 4.42199, 2.39282], [2.90840, -0.86720, 3.52433], [1.66451, -4.42905, 3.26317], [0.43518, -1.88928, 3.86481], [-2.21584, 1.54768, -1.25088], [1.14321, 4.68517, 0.41705], [3.51067, 5.01768, -4.95023], [5.08036, 9.32221, -1.55889], [-0.50515, 1.78399, -3.28651]],
  "atomic_forces_ev_per_a": [[0.72, -1.18, -0.17], [0.61, 0.69, -0.06], [0.55, 1.03, 0.61], [-0.18, -1.77, -0.83], [0.80, -0.07, -1.25], [0.97, -0.73, -1.54], [1.35, 0.72, -0.19], [0.09, 0.61, -0.74], [-1.40, 0.05, -0.75], [-0.27, 0.62, -0.50], [1.02, -0.97, -2.14], [2.42, -0.49, 0.45], [0.11, -0.99, 0.14], [-1.22, 0.97, -0.02], [-0.87, 0.00, 0.10], [-1.34, 0.12, -0.79], [0.15, 0.81, 0.05], [0.70, -2.29, -0.69], [0.62, 0.48, -0.54], [0.07, 0.78, 0.05], [-1.61, 0.30, -0.24], [0.08, 1.01, -1.25], [-0.52, 0.28, 0.77], [-0.37, -1.06, 1.35], [-0.15, 1.81, 0.16], [-0.04, -0.55, -0.07], [0.47, 0.73, -0.16], [-1.60, 0.77, 0.60], [0.68, -0.14, 0.54], [-0.15, -0.17, 0.49], [-0.02, 0.61, 0.07], [-0.01, -1.29, -0.43], [0.66, 0.86, -1.16], [0.55, 0.43, -0.98], [1.15, -0.05, 0.01], [-0.15, -0.07, 0.65], [-1.02, -0.05, -0.66], [-2.16, 1.62, 1.31], [0.10, 0.70, -1.11], [-0.94, -0.10, -0.23], [2.26, 0.82, 0.09], [-0.13, -1.27, -0.24], [1.15, -0.13, 1.49], [0.24, -0.42, 0.98], [-0.28, -0.49, 0.98], [-0.81, 1.04, -0.57], [0.27, -1.25, -1.19], [1.65, -0.73, 0.03], [-0.17, -0.61, 0.86], [-0.06, 1.48, -0.07], [-0.58, -1.05, 1.73], [-1.33, 0.37, 0.40], [-1.89, 0.07, 0.13], [0.70, -0.94, 0.46], [1.20, 0.86, 0.31], [1.25, -0.47, 2.12], [-0.38, -1.74, -1.09], [1.48, 1.97, 1.68], [-1.10, 0.19, 0.47], [0.30, -0.43, -0.02], [2.03, 0.39, 0.63], [-1.01, 1.20, 0.57], [-1.53, -0.74, 0.16], [-0.05, -0.26, -0.05], [-0.27, -0.32, -0.59], [0.18, 1.13, 0.08], [0.01, -1.09, -0.62], [0.69, -0.75, -0.25], [-1.32, 0.60, 0.35], [1.80, -1.10, -0.46], [0.14, 0.82, -0.53], [-1.60, 1.79, -0.64], [0.33, -0.28, -0.65], [-0.37, 0.52, 0.30], [-0.61, 0.38, -0.59], [-0.42, -0.59, -0.45], [0.20, -0.19, -0.29], [-0.53, 0.36, -0.33], [-0.15, -0.39, 0.15], [0.10, 0.27, -0.14], [0.10, -0.17, -0.25], [0.75, -0.36, -0.24], [-0.48, -0.38, 0.19], [-0.38, -0.32, 0.35], [0.43, -0.31, 0.30], [-0.14, -0.01, 0.38], [-0.60, 0.40, 0.13], [-0.01, 0.46, 0.04], [-0.22, 0.45, 0.46], [-0.03, -0.40, 0.06], [0.40, -0.47, 0.56], [-0.33, -0.05, -0.53], [-0.44, 0.30, -0.76], [-0.20, -0.10, 0.06], [0.16, 0.33, 0.01], [0.09, -0.10, -0.14], [0.03, 0.23, 0.16], [-0.15, 0.04, -0.06], [-0.02, -0.81, 0.29], [-0.77, -0.06, -0.08], [-0.01, 0.11, 0.16], [-0.18, -0.31, -0.24], [0.24, -0.02, -0.13], [0.18, -0.06, 0.36], [-0.19, -0.25, 0.51], [0.15, -0.43, -0.11], [-0.22, 0.39, -0.26], [-0.44, 0.07, 0.13], [0.06, -0.20, -0.01], [-0.58, -0.53, 0.34], [-0.39, -0.30, 0.32], [0.40, -0.19, 0.28], [0.08, 0.48, -0.72], [0.10, -0.40, -0.06], [-0.26, 0.29, 0.00], [-0.11, -0.17, -0.30], [-0.08, -0.26, -0.08], [-0.54, -0.37, 0.11], [-0.38, -0.21, -0.36], [0.04, -0.09, -0.11], [-0.47, 0.14, 0.51], [0.36, 0.68, 0.11], [0.12, 0.33, 0.23], [-0.14, 0.64, 0.16], [-0.44, 0.31, -0.29], [0.04, 0.34, -0.04], [-0.29, 0.04, -0.26], [0.51, -0.73, -0.16], [-0.11, 0.46, 0.18], [0.26, -0.38, -0.02], [0.28, 0.25, -0.03], [0.12, -0.09, -0.02], [-0.03, 0.09, -0.21], [0.14, 0.66, 0.17], [0.06, 0.24, 0.10], [-0.38, 0.54, 0.33], [-0.40, 0.00, -0.17], [0.23, -0.30, 0.86], [0.03, -0.24, -0.13], [-0.31, 0.36, -0.12], [-0.13, -0.20, -0.01], [0.81, -0.12, -0.08], [-0.04, -0.11, -0.26], [0.83, -0.18, -0.52], [0.75, -0.13, -0.02], [0.07, -0.13, -0.20], [0.03, -0.24, 0.47], [0.17, 0.75, -0.22], [-0.12, -0.08, 0.57], [-0.69, 0.06, -0.25], [0.21, 0.17, -0.22], [-0.12, 0.25, -0.02], [0.44, -0.09, 0.00], [-0.73, 0.45, 0.01], [0.92, 0.26, 0.13], [-0.54, 0.30, -0.15], [0.39, 0.33, -0.37], [-0.09, 0.19, -0.52], [0.55, -0.13, 0.77], [-0.19, 0.19, 0.44], [-0.14, -0.40, 0.05], [-0.35, 0.38, -0.56], [-0.40, 0.57, 0.24], [-0.08, -0.29, -0.27], [0.10, -0.34, -0.49], [0.41, 0.11, 0.19], [-0.48, -0.07, -0.25], [0.12, 0.37, 0.18], [0.34, -0.38, -0.38], [0.23, -0.35, 0.07], [0.08, 0.09, -0.49], [0.38, -0.16, -0.28], [0.10, -0.07, 0.17], [0.79, -0.15, 0.39], [0.30, -0.25, 0.13], [-0.13, -0.07, 0.09], [-0.32, -0.23, 0.06], [0.58, -0.14, -0.14], [0.44, 0.18, 0.50], [-0.01, -0.24, 0.32], [-0.05, 0.00, -0.05], [-0.12, 0.29, 0.09], [-0.52, -0.86, 0.01], [-0.48, 0.22, -0.14], [0.28, -0.10, 0.40], [0.07, 0.23, -0.45], [-0.23, 0.34, 0.12], [-0.08, -0.25, 0.01], [0.59, 0.08, -0.38], [-0.61, -0.79, 0.41], [-0.18, 0.09, -0.26], [-0.46, -0.30, 0.38], [-0.15, -0.64, 0.25], [0.13, -0.29, 0.59], [-0.10, -0.70, 0.32], [0.21, 0.52, 1.29], [0.16, -0.33, 0.01], [0.12, -0.23, 0.31]],
  "lowdin_charge": [-0.179, -0.187, -0.219, -0.204, -0.199, -0.218, -0.177, -0.186, -0.182, -0.206, -0.202, -0.241, -0.200, -0.214, 0.052, 0.028, 0.066, 0.013, 0.065, 0.037, -0.050, -0.055, -0.053, -0.062, -0.058, -0.087, -0.114, -0.065, -0.124, -0.196, -0.200, -0.087, -0.075, -0.148, -0.206, -0.093, -0.397, -0.415, -0.369, -0.242, -0.187, -0.098, -0.184, -0.083, -0.141, -0.196, -0.053, -0.194, -0.080, -0.443, -0.235, -0.229, -0.169, -0.062, -0.156, -0.199, -0.084, -0.212, -0.117, -0.036, -0.163, -0.187, -0.255, -0.193, -0.038, -0.449, -0.062, -0.045, -0.238, -0.191, -0.438, -0.209, 0.129, 0.086, 0.087, 0.097, 0.084, 0.098, 0.119, 0.122, 0.079, 0.084, 0.105, 0.120, 0.124, 0.063, 0.119, 0.120, 0.084, 0.096, 0.118, 0.117, 0.087, 0.088, 0.080, 0.073, 0.103, 0.083, 0.068, 0.081, 0.080, 0.072, 0.083, 0.076, 0.058, 0.105, 0.085, 0.081, 0.082, 0.128, 0.071, 0.081, 0.104, 0.042, 0.078, 0.111, 0.074, 0.086, 0.058, 0.081, 0.109, 0.091, 0.080, 0.068, 0.123, 0.083, 0.120, 0.115, 0.118, 0.074, 0.045, 0.070, 0.087, 0.078, 0.124, 0.127, 0.127, 0.051, 0.090, 0.085, 0.063, 0.100, 0.102, 0.119, 0.025, 0.071, 0.119, 0.078, 0.119, 0.063, 0.128, 0.136, 0.109, 0.114, 0.108, 0.114, 0.088, 0.025, 0.091, 0.103, 0.083, 0.085, 0.074, 0.067, 0.105, 0.022, 0.092, 0.085, 0.054, 0.069, 0.115, 0.078, 0.086, 0.122, 0.082, 0.111, 0.080, 0.068, 0.136, 0.088, 0.122, 0.076, 0.075, 0.077, 0.082, 0.096, 0.078, 0.119, 0.090, 0.093, 0.064, 0.114, 0.004, 0.044, 0.085, 0.082, 0.083, 0.096]
}